18
Properties=species:S:1:pos:R:3:mulliken_charge:R:1 method="wB97M-V/def2-TZVPD" spin_multiplicity=1 e_above_lowest_kj_mol=448.8
N -0.7706 -1.5054 -1.5113 -0.545
N 0.0739 1.2705 0.7156 -0.538
C 0.3893 0.7588 2.0340 -0.833
C -0.1810 -0.6627 -0.5794 0.629
C 1.0987 -0.7675 -0.1742 0.074
C -1.6551 1.4258 -0.9931 -1.174
C 2.3194 -1.2116 -0.0286 -0.858
C -0.6715 0.6366 -0.1727 0.365
H -1.9389 0.9092 -1.9113 0.335
H 2.7482 -1.9210 -0.7301 0.262
H -0.2676 -2.3755 -1.6376 0.255
H 2.9358 -0.8938 0.8042 0.235
H 1.4718 0.7928 2.1811 0.244
H -1.2093 2.3877 -1.2616 0.345
H 0.0179 -0.2534 2.2380 0.317
H -1.7619 -1.6487 -1.3605 0.246
H -0.0478 1.4266 2.7860 0.347
H -2.5514 1.6317 -0.3987 0.294



18
Properties=species:S:1:pos:R:3:mulliken_charge:R:1 method="wB97M-V/def2-TZVPD" spin_multiplicity=1 e_above_lowest_kj_mol=555.8
N -2.8591 -0.3716 -0.1320 -0.562
N 1.3669 1.9213 -0.3263 -0.442
C -1.9110 0.3434 0.3742 0.198
C 0.2579 -1.4218 -1.2866 -0.829
C 0.5352 0.7436 -0.1465 0.735
C 1.1342 -0.6174 -0.1768 -0.036
C -0.7857 1.1361 0.4857 -0.771
C 1.1425 -1.4223 1.3151 -0.935
H 0.8747 -0.9989 -2.1742 0.283
H 0.2299 -2.6754 -1.2560 0.287
H -0.9539 -0.8442 -1.1018 0.177
H 1.3711 -2.6903 1.0775 0.264
H 0.1255 -1.3917 1.7735 0.275
H 1.0229 2.8427 -0.0225 0.202
H 1.9992 -0.9533 2.0295 0.280
H -0.9238 2.1364 0.5647 0.375
H 2.3040 1.7472 -0.3110 0.223
H 2.1570 -0.5894 -0.7630 0.276



18
Properties=species:S:1:pos:R:3:mulliken_charge:R:1 method="wB97M-V/def2-TZVPD" spin_multiplicity=1 e_above_lowest_kj_mol=561.2
N -0.3233 0.0476 1.1083 -0.396
N 1.3779 2.7216 0.1655 -0.502
C 0.5231 -0.9626 1.3278 -0.671
C -0.8923 0.0624 -0.2642 0.178
C -0.5376 -1.3342 -0.7252 -0.929
C 0.2613 2.3660 0.0374 -0.338
C 0.5965 -1.8280 0.1572 -0.172
C -0.2899 1.2405 -0.9513 -0.699
H 1.6441 -1.5895 -0.1665 0.176
H -0.4823 2.7182 0.7180 0.575
H 0.1593 0.9731 1.6865 0.376
H -0.1959 -1.3344 -1.8237 0.257
H 0.7437 0.8118 -1.3953 0.244
H 0.9561 -1.0831 2.3755 0.360
H 0.5290 -2.9882 0.3593 0.276
H -1.4300 -1.8359 -0.6504 0.425
H -0.7470 1.8137 -1.7791 0.399
H -1.8926 0.2010 -0.1798 0.440



18
Properties=species:S:1:pos:R:3:mulliken_charge:R:1 method="wB97M-V/def2-TZVPD" spin_multiplicity=1 e_above_lowest_kj_mol=699.5
N 1.0071 0.7403 0.2004 -0.461
N -0.3890 -0.9696 1.7395 -0.477
C 0.8591 -1.4429 1.1029 -0.339
C -1.1106 0.0795 -0.9520 -0.420
C 0.4057 0.3054 -0.9083 0.463
C 0.6034 0.0267 1.4145 -0.068
C -1.8613 1.1869 -0.1389 -1.231
C 1.0943 -0.0346 -2.0479 -0.743
H -1.9552 0.9299 0.9096 0.308
H 1.3090 -2.1832 1.7675 0.261
H -2.8664 1.3010 -0.5513 0.381
H 0.6281 -0.4943 -2.9040 0.338
H -1.3462 2.1491 -0.2200 0.332
H -1.3364 0.3010 -2.0023 0.465
H 0.5766 -1.9123 0.1575 0.175
H -1.5867 -0.8649 -0.6964 0.274
H 2.0791 0.4254 -2.0880 0.312
H 1.1310 0.4676 2.2361 0.429



Table of strongest force on any atom (eV Å⁻¹), in record order: 2.1; 11.3; 5.6; 5.1
Table of E (Ha), in record order: -343.96578; -343.92501; -343.92298; -343.87028